86
Properties=species:S:1:pos:R:3:forces:R:3 method="wB97M-V/def2-TZVPD" homo_lumo_gap_ev=7.5 charge=0
C -2.899129 -1.835384 0.152581 -4.55 -2.51 0.56
C -3.537622 -2.560868 1.312127 -1.30 1.12 -1.38
C -4.880750 -2.042235 1.792854 -0.24 0.20 1.55
O -5.709124 -3.184993 1.838374 -0.52 -2.02 -2.18
C -5.134753 -4.216984 1.106667 -0.83 -3.16 1.81
O -5.579074 -5.375199 0.983117 1.02 4.44 -0.04
O -3.850692 -3.901256 0.821199 -0.21 0.40 0.53
H -2.147732 -2.487164 -0.293162 -0.14 0.41 0.25
H -2.453699 -0.899716 0.490533 -5.98 -1.32 4.56
H -3.546481 -1.584818 -0.687810 -0.63 0.01 0.14
H -2.824319 -2.420728 2.124330 -0.80 -1.36 0.08
H -5.318874 -1.184477 1.282570 -0.07 -0.34 -0.56
H -4.876010 -1.793092 2.853991 0.55 0.57 -0.04
C 3.099324 1.731540 0.958845 0.31 0.67 1.58
C 3.103988 2.901989 1.998217 -0.35 -2.54 -1.63
C 3.337767 2.481983 3.426769 -0.44 0.65 -0.92
O 4.239783 3.550250 3.799454 -1.17 -1.80 3.60
C 4.794168 4.112278 2.766057 2.06 2.53 1.79
O 5.653503 4.961604 2.890350 -0.75 -1.00 -0.88
O 4.226855 3.671342 1.707564 0.63 0.64 -3.56
H 3.226888 2.041571 -0.078321 1.46 -0.44 1.89
H 2.124407 1.244877 0.986908 0.77 1.95 0.09
H 3.792140 0.919417 1.179207 0.47 0.64 0.32
H 2.214891 3.518012 1.863566 0.29 -0.40 0.53
H 3.733283 1.469839 3.511782 0.78 0.96 0.20
H 2.368339 2.439014 3.923228 0.54 0.93 0.58
C -0.584772 1.014699 -3.532849 -2.62 4.58 -3.67
C -1.673787 1.942275 -4.145321 1.55 -1.10 -1.00
C -1.244415 2.640676 -5.442850 0.98 0.14 1.06
O -2.204035 2.214060 -6.392673 -0.46 0.61 -0.69
C -3.151143 1.444076 -5.792373 -2.39 -0.67 -1.23
O -4.217506 1.045614 -6.236074 2.45 1.12 -0.10
O -2.779624 1.139730 -4.578947 0.36 -0.26 1.78
H -1.098145 0.412071 -2.783589 0.61 7.15 -5.37
H 0.133658 1.673100 -3.044514 -1.05 0.43 -0.64
H -0.069040 0.300505 -4.174750 -0.50 0.30 -0.71
H -2.070932 2.697353 -3.466914 0.20 -0.32 0.46
H -0.206418 2.449079 -5.714781 -0.18 -1.12 -0.54
H -1.101860 3.701077 -5.234717 -1.33 0.53 -0.61
C -2.751842 -6.287347 2.409514 1.14 0.79 1.94
C -1.454588 -5.573063 2.012355 -0.02 -1.59 0.55
C -1.275868 -5.375383 0.564617 0.68 -0.77 -1.86
O -0.864033 -3.994185 0.409156 0.22 -0.39 -0.74
C -1.022249 -3.394945 1.559873 -1.02 1.57 0.47
O -1.049145 -2.160611 1.718768 -4.54 -9.87 0.26
O -1.339436 -4.248059 2.503007 -0.24 0.47 1.83
H -2.955411 -7.191957 1.836506 -0.45 0.66 -0.52
H -3.488766 -5.509813 2.610695 -0.56 -0.61 -0.90
H -2.579131 -6.671453 3.414872 0.11 -0.16 0.19
H -0.613486 -6.156457 2.386937 0.11 0.24 0.29
H -2.172181 -5.607487 -0.010587 0.04 0.56 -0.10
H -0.466061 -6.021751 0.226205 0.00 0.27 -0.38
F 2.246347 -0.406271 1.601778 1.45 -3.46 -7.97
C 1.351284 -0.405695 0.573994 -1.14 -0.14 -2.79
C 0.040233 -0.713840 0.803267 0.67 4.14 -2.17
C -0.867838 -0.580656 -0.243147 3.60 1.68 -2.62
C -0.470705 -0.181900 -1.551749 0.43 -4.19 6.46
C 0.827630 0.259435 -1.684610 -0.55 -3.61 0.43
C 1.773583 0.093267 -0.650134 -2.68 -3.61 1.88
H -0.287969 -1.128273 1.745034 0.73 4.79 -2.38
H -1.885480 -0.884585 -0.047116 6.92 2.25 -4.74
H -1.173508 -0.228663 -2.370458 -0.49 -6.59 5.37
H 1.059706 0.722026 -2.632529 -0.15 -1.43 2.71
H 2.828078 0.325693 -0.670587 -2.99 -0.44 0.77
F 2.277593 1.719088 -1.608987 1.51 6.22 -1.20
C 1.680523 2.633578 -0.815584 -2.07 2.99 -0.43
C 0.363081 2.488338 -0.415798 -0.01 1.20 1.12
C -0.138434 3.502715 0.438213 1.89 1.50 -0.28
C 0.680239 4.656938 0.719592 -2.07 -0.49 -0.02
C 1.946126 4.822275 0.215917 -0.67 -0.47 -0.16
C 2.428468 3.754830 -0.476587 0.52 0.70 -2.70
H -0.171541 1.589535 -0.685520 -0.35 0.93 0.57
H -1.125178 3.484876 0.876861 -0.08 -0.27 -0.16
H 0.317499 5.489459 1.304174 -0.54 -0.20 0.26
H 2.550685 5.686687 0.447667 0.03 -0.01 -0.11
H 3.391764 3.834539 -0.958362 0.04 -0.07 0.56
C 1.908444 -0.218119 3.404821 -0.54 -0.10 4.20
Br 0.778747 -1.758782 2.975917 4.25 -1.04 7.38
Br 3.853991 -0.754248 3.377382 -0.29 -0.53 1.47
Br 1.359057 0.553817 5.143084 0.05 -0.77 0.07
H 1.727185 0.546109 2.649042 -0.51 0.77 2.68
C 4.046701 0.986241 -3.100153 0.14 -0.21 -0.59
Br 2.268603 0.661702 -4.012039 4.37 0.26 -2.65
Br 4.328200 -0.082796 -1.458595 4.53 -0.35 -2.96
Br 4.440910 2.932397 -2.931425 0.27 -1.62 -0.69
H 4.789113 0.561675 -3.775924 -0.29 0.34 0.09

84
Properties=species:S:1:pos:R:3:forces:R:3 method="wB97M-V/def2-TZVPD" homo_lumo_gap_ev=7.3 charge=0
Hf -0.054783 -0.142246 0.160162 0.56 0.77 0.74
C 0.188940 1.912395 2.507198 -0.16 -0.63 0.43
C -1.244664 1.479866 2.861065 0.01 0.15 -0.17
C -2.207575 1.751796 1.693480 0.09 -0.06 0.17
N -1.681131 1.222937 0.434811 -0.88 0.82 -0.22
C -2.076230 1.788271 -0.702216 -0.01 0.24 0.14
C -3.207644 2.630334 -0.759340 -0.12 -0.11 -0.04
C -3.577924 3.598483 -1.673551 0.15 0.01 -0.08
C -2.855964 4.104039 -2.741842 -0.07 0.10 -0.04
C -1.636226 3.621204 -3.189211 -0.14 -0.06 0.03
C -0.971956 2.459087 -2.850164 0.15 0.01 0.00
C -1.262853 1.457113 -1.896011 -0.43 -0.16 -0.27
N -0.702291 0.252894 -1.899283 -0.16 0.21 -0.41
C 0.265422 -0.055030 -2.955070 0.03 -0.15 -0.09
C 0.472281 -1.561798 -3.175018 -0.07 0.06 0.21
C 0.305933 -2.376217 -1.891077 0.16 0.05 -0.31
N 0.934152 -1.732002 -0.748607 0.38 -0.77 -0.61
C 2.060515 -2.169910 -0.189178 0.20 -0.27 0.01
C 2.882495 -3.131620 -0.791466 -0.14 0.20 -0.07
C 3.947212 -3.870013 -0.293910 0.08 -0.04 0.25
C 4.430652 -3.946305 0.995820 0.09 -0.15 -0.15
C 4.002993 -3.178969 2.076330 -0.05 0.17 -0.06
C 3.173111 -2.083150 2.092031 0.12 -0.13 0.13
C 2.435922 -1.451520 1.057979 0.29 0.29 -0.25
N 1.943313 -0.233302 1.147068 0.28 -0.66 0.18
C 2.409403 0.705215 2.159748 -0.12 0.11 0.18
C 1.330367 1.116467 3.178922 0.03 0.00 -0.14
H 0.302550 2.976679 2.709254 0.09 0.06 -0.27
H 0.301450 1.803640 1.426385 0.11 0.51 0.10
H -1.608890 2.013633 3.740900 -0.02 0.00 0.00
H -1.270291 0.422636 3.100056 -0.03 -0.03 0.12
H -2.344778 2.833464 1.589499 -0.05 -0.01 -0.03
H -3.183339 1.309086 1.927012 -0.02 0.05 -0.03
H -3.895672 2.497464 0.066267 0.02 0.00 0.01
H -4.527208 4.084120 -1.474117 -0.01 -0.02 0.04
H -3.263387 4.969947 -3.248588 0.01 -0.01 0.00
H -1.153048 4.212608 -3.959570 0.02 -0.03 -0.02
H -0.047407 2.299897 -3.389588 -0.02 -0.02 0.00
H 1.225172 0.393820 -2.673443 -0.02 0.05 -0.10
H -0.045132 0.377029 -3.908900 -0.02 0.04 0.03
H 1.473296 -1.707227 -3.587845 0.00 0.03 -0.05
H -0.250168 -1.935099 -3.904430 0.03 -0.04 -0.02
H 0.666502 -3.396194 -2.043755 -0.02 0.00 0.07
H -0.761575 -2.421184 -1.682653 0.00 -0.12 0.02
H 2.657960 -3.309220 -1.836217 -0.01 -0.02 0.02
H 4.426394 -4.522891 -1.015759 -0.01 0.00 -0.01
H 5.206545 -4.676692 1.189999 -0.02 0.00 0.00
H 4.422791 -3.452264 3.038794 0.00 0.04 0.02
H 3.031022 -1.631109 3.065700 0.00 0.01 -0.01
H 2.725786 1.607319 1.623712 0.02 -0.01 0.00
H 3.289737 0.324167 2.679956 0.01 0.00 -0.05
H 1.811598 1.722525 3.949299 0.00 -0.03 0.03
H 0.941748 0.218575 3.663278 -0.01 0.02 0.04
C -1.905128 -4.927555 2.206340 -0.12 0.11 0.14
C -1.317251 -3.687111 1.557279 -0.13 0.59 0.04
O -0.219703 -3.983034 0.724015 0.07 -0.06 -0.12
P -2.590925 -2.705602 0.637336 0.07 -0.02 -0.45
O -3.246165 -3.718334 -0.410574 -0.15 0.10 0.15
O -3.774004 -2.426226 1.635567 0.29 0.11 0.92
O -2.028051 -1.510593 -0.042676 0.16 -0.41 0.09
P -0.773960 -2.408493 2.782564 -0.50 -0.05 0.55
O 0.465009 -3.010747 3.590970 0.00 -0.06 -0.02
O -1.931872 -2.165540 3.696267 -0.17 -0.16 -0.29
O -0.299101 -1.232022 1.968750 0.12 -0.37 0.32
H -2.276568 -5.613364 1.443209 0.00 -0.02 -0.01
H -2.726840 -4.657487 2.869696 0.01 -0.09 0.01
H -1.132767 -5.433816 2.786012 0.02 0.00 -0.02
H -0.504326 -4.572847 0.016391 0.00 -0.07 -0.03
H -4.205937 -3.793312 -0.297583 0.20 -0.06 -0.06
H -3.391634 -2.212160 2.548769 -0.19 -0.08 -0.57
H 0.176706 -3.342516 4.454711 0.02 0.10 -0.17
Br 5.066278 -0.312503 -2.996237 0.07 -0.03 -0.05
C 4.595026 1.380850 -2.264504 -0.17 0.01 0.06
C 5.523159 2.410209 -2.266009 0.04 0.09 0.01
C 5.118682 3.618782 -1.719212 0.03 -0.07 -0.05
C 3.839306 3.736726 -1.201177 -0.14 0.02 0.04
C 3.002564 2.631068 -1.244046 0.09 -0.02 -0.01
N 3.381242 1.468111 -1.778612 0.07 -0.05 0.01
C 1.610122 2.687657 -0.630646 0.07 0.13 -0.11
O 1.148877 3.761740 -0.280795 0.07 -0.07 0.11
O 1.051468 1.541558 -0.534481 -0.16 -0.01 0.11
H 6.511769 2.269966 -2.677075 -0.01 -0.02 0.00
H 5.800382 4.459134 -1.699007 0.01 -0.01 0.00
H 3.470312 4.653214 -0.762957 0.00 -0.01 0.00